Record 1
{"formula": "C51H45N7O2PPd", "method": "wB97M-V/def2-TZVPD", "orbital_gap_ev": 4.965, "lumo_ev": 2.4085, "total_energy_ev": -80914.343, "charge": -1, "fmax_ev_per_a": 1.992, "elements": ["Pd", "P", "O", "O", "N", "N", "N", "N", "N", "N", "N", "C", "C", "C", "C", "C", "C", "C", "C", "C", "C", "C", "C", "C", "C", "C", "C", "C", "C", "C", "C", "C", "C", "C", "C", "C", "C", "C", "C", "C", "C", "C", "C", "C", "C", "C", "C", "C", "C", "C", "C", "C", "C", "C", "C", "C", "C", "C", "C", "C", "C", "C", "H", "H", "H", "H", "H", "H", "H", "H", "H", "H", "H", "H", "H", "H", "H", "H", "H", "H", "H", "H", "H", "H", "H", "H", "H", "H", "H", "H", "H", "H", "H", "H", "H", "H", "H", "H", "H", "H", "H", "H", "H", "H", "H", "H", "H"], "xyz": [[-0.8424, 0.2075, 0.8987], [1.0765, -0.3571, -2.1470], [1.5504, -1.4143, 0.7998], [3.5572, -0.8009, 1.5941], [3.0392, 0.8333, -0.5056], [-0.7529, -0.2800, 3.2137], [1.0862, -2.9658, -1.0540], [0.9876, 1.5324, -0.0858], [-1.3987, 0.7773, -1.4799], [-0.9243, 1.0132, -3.6129], [-0.7169, -1.7974, -0.5674], [-0.8261, -3.0218, 0.0289], [0.4298, -1.7731, -1.1874], [3.1349, 1.7461, 0.5158], [-5.7905, 2.7478, -0.8926], [0.3474, -1.2531, 3.3951], [1.1106, -5.4242, 1.4154], [-3.1594, 1.7071, -5.6722], [-0.5185, 0.5041, -2.4060], [1.8510, 2.1747, 0.7635], [4.4363, 2.1320, 1.0955], [-5.6462, 2.6456, 0.4836], [-4.2424, -3.7433, 2.4816], [-3.4251, 1.7628, 0.1793], [-2.0020, -3.3172, 0.8638], [1.7099, 0.7222, -0.8149], [-3.7950, 4.3845, -5.3751], [0.7105, -5.1263, 0.1153], [-4.7552, 2.3678, -1.7349], [2.1167, 4.0964, 2.3700], [6.0354, 2.0981, 2.8909], [1.4934, -7.7170, 0.7927], [2.4956, -3.1795, -1.3013], [6.5114, 3.3533, 0.8980], [0.0179, 2.9248, 2.2204], [0.7149, -6.1380, -0.8441], [-4.4638, 2.1422, 1.0119], [-3.7908, 2.3877, -6.7028], [-2.1317, 1.6499, -3.3988], [-2.7696, -2.2363, 1.3141], [6.8794, 2.9304, 2.1682], [1.1029, -7.4267, -0.5078], [0.3012, -3.7590, -0.2489], [1.7084, -0.6303, 3.0842], [-3.5549, 1.8883, -1.2098], [2.3227, -1.0025, 1.6972], [4.0807, -0.1212, -0.8340], [5.2942, 2.9546, 0.3652], [4.8194, 1.6920, 2.3600], [1.4970, -6.7130, 1.7515], [-0.5102, 3.7508, 3.1979], [-2.3716, -4.6089, 1.2351], [1.5809, 4.9186, 3.3521], [-4.1097, 3.7302, -6.5590], [-3.1569, 3.7073, -4.3486], [-3.4819, -4.8173, 2.0428], [0.2669, 4.7549, 3.7661], [1.3383, 3.0944, 1.7917], [-0.1707, 0.9665, -4.8505], [-2.8302, 2.3573, -4.4821], [-2.4102, 1.4804, -2.0520], [-3.8813, -2.4521, 2.1104], [4.9924, 3.2909, -0.6204], [-0.5502, 2.0811, 1.7801], [3.1422, 4.2362, 2.0522], [-4.3506, 2.0462, 2.0861], [4.1782, 0.9924, 2.8847], [2.1953, 5.6938, 3.7946], [3.0704, -2.8636, -0.4273], [-1.7973, -5.4585, 0.8873], [-4.4756, -1.6071, 2.4407], [1.6105, 0.4620, 3.0976], [-2.4278, -1.2200, 1.0441], [-2.9367, 0.6524, -5.7783], [-4.0379, 1.8668, -7.6195], [1.8104, -6.9329, 2.7642], [-0.6053, 0.5156, 3.8258], [2.4485, -0.9075, 3.8352], [2.7988, -2.5890, -2.1649], [0.1755, -2.0668, 2.6889], [7.1672, 3.9966, 0.3239], [-1.5354, 3.6125, 3.5240], [6.3318, 1.7529, 3.8736], [3.8252, -0.6189, -1.7676], [0.8918, 0.9982, -4.6224], [-0.1477, 5.4045, 4.5280], [1.1193, -4.6284, 2.1504], [2.6863, -4.2314, -1.5057], [1.7912, -8.7236, 1.0584], [-4.0412, 5.4321, -5.2549], [-3.7557, -5.8262, 2.3282], [-0.3763, 0.0520, -5.4099], [5.0334, 0.3923, -0.9525], [-5.1090, -3.9134, 3.1095], [-4.5986, 4.2646, -7.3635], [-1.6364, -0.7166, 3.4483], [-2.4777, 1.3381, 0.5852], [7.8250, 3.2480, 2.5909], [-0.4312, 1.8224, -5.4685], [-4.8920, 2.4334, -2.8059], [0.3999, -5.9093, -1.8554], [4.1559, -0.8505, -0.0226], [-2.9044, 4.2202, -3.4290], [-6.4558, 2.9466, 1.1380], [-6.7159, 3.1214, -1.3146], [1.0960, -8.2058, -1.2601], [0.3378, -1.6637, 4.4142]], "lowdin_charge": [0.29, 1.18, -0.05, -0.08, -0.04, -0.02, -0.07, 0.10, 0.10, -0.06, 0.09, -0.18, -0.47, -0.14, -0.10, -0.25, -0.01, -0.04, -0.43, -0.18, -0.18, -0.11, -0.12, -0.04, -0.14, -0.45, -0.08, -0.18, -0.04, -0.03, -0.08, -0.10, -0.02, -0.10, -0.05, -0.04, -0.09, -0.09, -0.12, -0.05, -0.11, -0.09, -0.14, -0.09, -0.14, -0.61, -0.03, -0.04, -0.01, -0.08, -0.09, -0.03, -0.10, -0.10, -0.04, -0.11, -0.12, -0.15, -0.04, -0.18, -0.15, -0.09, 0.12, 0.04, 0.10, 0.10, 0.11, 0.09, 0.09, 0.10, 0.10, 0.10, 0.06, 0.12, 0.10, 0.10, 0.07, 0.10, 0.06, 0.09, 0.09, 0.09, 0.10, 0.05, 0.06, 0.09, 0.12, 0.08, 0.09, 0.10, 0.09, 0.09, 0.09, 0.09, 0.10, 0.06, 0.04, 0.09, 0.09, 0.10, 0.12, 0.06, 0.13, 0.09, 0.09, 0.10, 0.10]}

Record 2
{"formula": "CH3ClO5S2", "method": "wB97M-V/def2-TZVPD", "orbital_gap_ev": [7.626, 7.212], "lumo_ev": [-3.1212, -3.4085], "total_energy_ev": -45512.013, "charge": 0, "fmax_ev_per_a": 4.670, "elements": ["Cl", "S", "S", "O", "O", "O", "O", "O", "C", "H", "H", "H"], "xyz": [[-3.2913, -0.1460, 0.5337], [-1.8096, -0.3025, -0.9118], [0.2671, 1.4894, -0.0189], [1.4906, 0.4637, -0.1223], [-1.3161, -1.6353, -0.7377], [-2.2357, 0.1142, -2.1846], [-0.0770, 1.5259, 1.3655], [0.5957, 2.6930, -0.7121], [1.6162, -0.7432, 0.5011], [0.6479, -1.0446, 0.8960], [1.9493, -1.5540, -0.0656], [2.1627, -0.8606, 1.4567]], "lowdin_charge": [0.34, 0.38, 0.70, -0.28, -0.38, -0.34, -0.29, -0.25, -0.15, 0.07, 0.08, 0.11]}

Record 3
{"formula": "C35H69N2O17S6", "method": "wB97M-V/def2-TZVPD", "orbital_gap_ev": 5.253, "lumo_ev": 1.4627, "total_energy_ev": -140205.629, "charge": -1, "fmax_ev_per_a": 5.714, "elements": ["S", "S", "S", "S", "S", "S", "O", "O", "O", "O", "O", "O", "O", "O", "O", "O", "O", "O", "O", "O", "O", "O", "O", "N", "N", "C", "C", "C", "C", "C", "C", "C", "C", "C", "C", "C", "C", "C", "C", "C", "C", "C", "C", "C", "C", "C", "C", "C", "C", "C", "C", "C", "C", "C", "C", "C", "C", "C", "C", "C", "H", "H", "H", "H", "H", "H", "H", "H", "H", "H", "H", "H", "H", "H", "H", "H", "H", "H", "H", "H", "H", "H", "H", "H", "H", "H", "H", "H", "H", "H", "H", "H", "H", "H", "H", "H", "H", "H", "H", "H", "H", "H", "H", "H", "H", "H", "H", "H", "H", "H", "H", "H", "H", "H", "H", "H", "H", "H", "H", "H", "H", "H", "H", "H", "H", "H", "H", "H", "H"], "xyz": [[5.8279, 6.4748, -8.7071], [2.0373, 5.6597, 0.4041], [-2.9500, -4.1891, 1.7147], [3.7937, -0.4339, 4.9020], [-7.4969, -8.1698, 0.7848], [3.4215, 3.8634, -5.3679], [2.6337, -0.9035, 5.6277], [5.9688, 6.6387, -7.2777], [0.1598, 0.4720, 0.7149], [-3.6350, 1.5128, 3.1991], [0.7290, 3.3731, 5.5376], [-6.1353, -8.6524, 0.7950], [-2.2418, -4.1640, 0.4564], [6.4715, 5.3997, -9.4277], [0.8759, 5.1912, 1.1224], [1.0115, -1.5296, 1.4283], [2.6422, 2.7950, -4.7874], [4.3730, 0.8726, 5.1331], [-1.2132, -2.1524, 3.4050], [2.9882, 5.2433, -5.3320], [-2.3632, -3.6954, 2.9409], [-7.8254, -6.7796, 1.0018], [2.6104, 6.9695, 0.6319], [-1.4449, -0.8151, 3.3927], [-4.8765, -0.4915, 3.5428], [4.5010, -1.6908, 2.6685], [5.1553, 8.1906, -10.5641], [5.0835, 3.7644, -4.7271], [2.7625, 4.3943, -1.8192], [-5.7879, 0.0493, 2.4918], [0.9939, 2.3453, 3.1921], [-5.4540, -4.5498, 1.0437], [-8.4689, -9.1848, 1.8924], [-3.5774, -5.8461, 1.9818], [5.0785, -1.6651, 5.0335], [0.6106, -3.7051, 4.3504], [0.3407, -0.3358, 1.7111], [5.3518, 3.2496, -7.0904], [1.7495, 5.4387, -1.3479], [4.0901, 6.4868, -9.1333], [-5.5244, -0.3292, 4.9118], [5.8032, 2.8295, -5.6906], [3.8321, 3.4189, -7.0510], [3.4951, -0.6463, 3.1502], [-8.2790, -8.7173, -0.7222], [1.4634, 2.3785, 4.7488], [3.3248, 4.4338, 0.5493], [-0.4592, 1.6054, 3.2160], [3.0822, 3.4931, -0.6242], [4.8251, -2.5987, 3.8566], [-0.2295, 0.0211, 3.2047], [-9.4789, -9.9278, 1.0157], [6.2374, 8.0160, -9.5068], [3.8428, 7.7967, -9.8836], [-8.8547, -10.0832, -0.3725], [-3.6320, 0.3423, 3.6627], [-4.5398, -3.4132, 1.4846], [-5.1029, -5.7379, 1.9402], [-2.3712, -0.3375, 4.4445], [-0.5512, -2.6181, 4.6073], [-3.2260, -6.2143, 2.9464], [-8.0541, -10.8293, -0.3360], [-5.2560, -4.8059, -0.0027], [-6.6570, -0.6799, 2.2483], [-4.4605, -2.6146, 0.7471], [3.3193, 2.4851, -7.2887], [5.3472, 7.5233, -11.4108], [3.5515, 8.5782, -9.1742], [6.0401, -1.1563, 4.9327], [0.9278, 3.4125, 2.7917], [3.6320, 0.3088, 2.6421], [-6.5487, 0.2007, 4.8078], [-7.7924, -9.8766, 2.3976], [5.0178, -2.1653, 6.0002], [1.3694, 1.3117, 5.1939], [1.7873, 1.7459, 2.6289], [5.5134, 4.7684, -4.7580], [3.8914, 5.6196, -9.7661], [0.7241, 5.0890, -1.4805], [5.5043, 1.7931, -5.5011], [1.2635, -3.4679, 3.4440], [0.7683, 3.0389, 6.4701], [-1.1100, 1.9794, 2.3347], [-1.9083, 0.3802, 5.2204], [-5.1946, 0.2446, 1.5297], [4.2853, 4.9456, 0.4520], [1.8862, 6.3921, -1.8599], [3.0296, 7.6899, -10.6051], [-3.1997, -6.4842, 1.1801], [3.2594, 3.9380, 1.5181], [-4.8546, -3.0056, 2.4482], [6.8875, 2.8942, -5.5777], [-6.5073, -4.2740, 1.1306], [5.1249, 9.2150, -10.9414], [-4.8781, 0.3511, 5.5943], [4.1044, -2.2572, 1.8227], [2.3740, 3.8223, -2.6636], [3.9688, -3.2472, 4.0699], [-5.4875, -5.5581, 2.9504], [5.4168, -1.1930, 2.3305], [6.1841, 8.8066, -8.7548], [-9.7423, -10.8945, 1.4510], [3.6785, 4.8943, -2.1544], [-5.5543, -6.6645, 1.5782], [7.2424, 7.9627, -9.9250], [-2.8604, -1.1815, 5.0734], [2.2269, 2.8423, -0.4129], [-1.3644, -3.1709, 5.2302], [-8.9644, -8.5475, 2.6256], [-5.6195, -1.3307, 5.4621], [-0.1416, -1.8006, 5.2938], [0.6438, -0.2027, 3.9150], [2.5946, 2.6304, 4.8160], [-6.2722, 1.0542, 2.8150], [5.0656, 3.3946, -3.7020], [-9.0722, -8.0060, -0.9638], [5.8220, 4.2017, -7.3532], [-10.4002, -9.3412, 0.9371], [5.6470, 2.5187, -7.8469], [-0.9794, 2.0107, 4.1612], [-9.5881, -10.4107, -1.1125], [3.4935, 6.4264, -8.2214], [-7.5477, -8.7529, -1.5294], [2.4657, -0.9934, 3.0199], [0.1008, -4.7409, 4.2535], [5.6900, -3.2356, 3.6565], [3.9504, 2.8583, -0.8154], [1.2698, -3.7899, 5.3003], [3.4974, 4.2081, -7.7246]], "lowdin_charge": [0.66, 0.67, 0.70, 0.66, 0.68, 0.66, -0.33, -0.32, -0.10, 0.03, -0.12, -0.31, -0.30, -0.32, -0.32, -0.20, -0.31, -0.35, -0.23, -0.33, -0.30, -0.31, -0.34, -0.13, -0.18, -0.21, -0.23, -0.23, -0.23, -0.14, -0.13, -0.23, -0.22, -0.22, -0.24, -0.08, -0.48, -0.22, -0.21, -0.23, -0.10, -0.21, -0.21, -0.22, -0.23, -0.25, -0.23, -0.14, -0.21, -0.23, -0.18, -0.22, -0.23, -0.21, -0.23, -0.31, -0.23, -0.23, -0.06, -0.23, 0.10, 0.12, 0.12, 0.09, 0.11, 0.11, 0.12, 0.12, 0.10, 0.09, 0.10, 0.09, 0.11, 0.10, 0.10, 0.10, 0.11, 0.11, 0.11, 0.12, 0.07, 0.09, 0.12, 0.13, 0.10, 0.10, 0.10, 0.12, 0.10, 0.10, 0.09, 0.12, 0.11, 0.12, 0.10, 0.12, 0.09, 0.11, 0.12, 0.11, 0.11, 0.11, 0.11, 0.05, 0.11, 0.13, 0.13, 0.11, 0.11, 0.08, 0.12, 0.11, 0.10, 0.09, 0.10, 0.11, 0.07, 0.12, 0.12, 0.10, 0.12, 0.10, 0.11, 0.06, 0.07, 0.11, 0.11, 0.07, 0.07]}

Record 4
{"formula": "C19H22O3S", "method": "wB97M-V/def2-TZVPD", "orbital_gap_ev": 4.400, "lumo_ev": -2.2177, "total_energy_ev": -37033.617, "charge": 0, "fmax_ev_per_a": 4.540, "elements": ["S", "O", "O", "O", "C", "C", "C", "C", "C", "C", "C", "C", "C", "C", "C", "C", "C", "C", "C", "C", "C", "C", "C", "H", "H", "H", "H", "H", "H", "H", "H", "H", "H", "H", "H", "H", "H", "H", "H", "H", "H", "H", "H", "H", "H"], "xyz": [[2.5284, -1.5787, 1.1014], [1.4509, 0.1617, -2.2684], [3.7445, -2.4503, 1.1463], [0.0089, -0.3059, -0.5562], [0.6134, 1.2001, -4.2354], [-2.6080, -0.5330, -0.3472], [-4.0282, 1.0895, -2.1779], [1.1532, -0.3576, -1.0466], [2.0891, 1.5278, 3.7196], [0.2525, 0.3782, -3.0394], [1.8402, 0.4667, 2.8347], [-3.6914, -0.2297, -2.5187], [3.3988, 1.9610, 3.9234], [2.3204, -0.9126, -0.4270], [-3.7063, 1.5824, -0.8986], [-3.0349, -1.0389, -1.6083], [4.4485, 1.3592, 3.2513], [-1.7588, -1.2889, 0.5213], [-3.0358, 0.7771, 0.0069], [-1.5388, -2.7274, 0.2742], [-1.4799, -0.7640, 1.8834], [2.9018, -0.1705, 2.1944], [4.2194, 0.2875, 2.3716], [0.7554, 2.2403, -3.9364], [1.2397, 1.9809, 4.2306], [-0.2539, 1.1385, -4.8996], [-2.7848, -2.0634, -1.8673], [-0.5275, 0.9021, -2.4547], [3.2127, -0.8921, -1.0474], [-0.9081, 0.1682, 1.8485], [-4.0093, 2.5875, -0.5896], [5.4793, 1.6979, 3.3916], [-2.4510, -3.3111, 0.4979], [-2.4174, -0.5615, 2.4366], [-0.1510, -0.6122, -3.3444], [-0.7312, -3.0646, 0.9294], [0.8336, 0.1021, 2.6410], [1.5031, 0.8342, -4.7534], [-0.8842, -1.4920, 2.4395], [-1.2381, -2.9163, -0.7595], [-4.6366, 1.6911, -2.8594], [-2.7790, 1.1620, 0.9978], [5.0475, -0.1772, 1.8567], [3.5905, 2.8000, 4.6237], [-3.9779, -0.6481, -3.4864]], "lowdin_charge": [0.86, -0.03, -0.54, -0.02, -0.08, -0.20, -0.04, -0.54, -0.09, -0.26, -0.09, -0.06, -0.11, -0.27, -0.06, 0.00, -0.09, -0.17, 0.00, -0.01, -0.03, -0.34, -0.06, 0.08, 0.10, 0.08, 0.11, 0.12, 0.08, 0.08, 0.11, 0.10, 0.13, 0.12, 0.13, 0.09, 0.06, 0.08, 0.09, 0.10, 0.11, 0.12, 0.11, 0.11, 0.11]}

Record 5
{"formula": "CH7NOSSi", "method": "wB97M-V/def2-TZVPD", "orbital_gap_ev": [6.994, 5.456], "lumo_ev": [-1.2614, -1.9129], "total_energy_ev": -23398.375, "charge": 0, "fmax_ev_per_a": 2.397, "elements": ["S", "Si", "O", "N", "C", "H", "H", "H", "H", "H", "H", "H"], "xyz": [[-2.1521, -0.0998, -0.7525], [-0.0890, -0.2705, 1.5768], [-1.3563, 0.0602, 0.7441], [0.0230, 1.9234, -1.9403], [1.1193, -1.5876, 0.9199], [-0.4088, 1.7259, -2.8429], [-0.1483, 2.8833, -1.6878], [1.9775, -1.2319, 0.3522], [0.4831, -2.2699, 0.2207], [1.6378, -2.1726, 1.7790], [-0.6987, -0.2668, 2.8980], [-0.3876, 1.3065, -1.2672]], "lowdin_charge": [0.51, 0.65, -0.90, -0.01, -0.23, 0.01, 0.00, 0.01, 0.07, 0.05, -0.03, -0.14]}

Record 6
{"formula": "C2H2InO2", "method": "wB97M-V/def2-TZVPD", "orbital_gap_ev": [6.896, 9.535], "lumo_ev": [-14.0272, -14.1994], "total_energy_ev": -11351.109, "multiplicity": 2, "charge": 2, "s_squared": 0.755, "fmax_ev_per_a": 7.172, "elements": ["In", "O", "O", "C", "C", "H", "H"], "xyz": [[1.5558, 1.5124, -0.3560], [1.4409, -0.2603, 0.2253], [-0.6382, 1.3791, -0.1475], [-0.8570, 0.1547, 0.1205], [0.2505, -0.7397, 0.1964], [-1.8754, -0.2554, 0.0547], [0.1233, -1.7908, -0.0933]], "lowdin_charge": [1.52, -0.04, 0.05, 0.00, 0.06, 0.20, 0.21]}

Record 7
{"formula": "C5H9N", "method": "wB97M-V/def2-TZVPD", "orbital_gap_ev": 4.125, "lumo_ev": -2.6530, "total_energy_ev": -6813.264, "charge": 0, "fmax_ev_per_a": 3.005, "elements": ["N", "C", "C", "C", "C", "C", "H", "H", "H", "H", "H", "H", "H", "H", "H"], "xyz": [[-0.0242, -3.0938, -2.2399], [-0.9625, -0.1334, -0.0856], [-0.1856, 1.1142, 0.2411], [1.0242, 2.4373, 1.9308], [0.2333, 1.4011, 1.5402], [-0.1870, -0.9829, -0.7593], [0.5090, -2.8685, -3.0681], [1.3865, 3.1312, 1.1850], [0.8878, -0.7524, -0.7885], [-1.8960, -0.1516, 0.4657], [-0.5876, -3.9323, -2.2847], [1.1164, 2.7321, 2.9668], [-0.1016, 1.8382, -0.5776], [-0.1351, 0.7350, 2.3483], [-0.4605, -1.9475, -1.3629]], "lowdin_charge": [-0.10, -0.19, -0.04, 0.09, -0.18, 0.01, -0.07, 0.07, 0.08, 0.10, -0.07, 0.07, 0.13, 0.12, -0.02]}

- What is the charge in the fourth record?
  0

Copy entry 2 word for word.
{"formula": "CH3ClO5S2", "method": "wB97M-V/def2-TZVPD", "orbital_gap_ev": [7.626, 7.212], "lumo_ev": [-3.1212, -3.4085], "total_energy_ev": -45512.013, "charge": 0, "fmax_ev_per_a": 4.670, "elements": ["Cl", "S", "S", "O", "O", "O", "O", "O", "C", "H", "H", "H"], "xyz": [[-3.2913, -0.1460, 0.5337], [-1.8096, -0.3025, -0.9118], [0.2671, 1.4894, -0.0189], [1.4906, 0.4637, -0.1223], [-1.3161, -1.6353, -0.7377], [-2.2357, 0.1142, -2.1846], [-0.0770, 1.5259, 1.3655], [0.5957, 2.6930, -0.7121], [1.6162, -0.7432, 0.5011], [0.6479, -1.0446, 0.8960], [1.9493, -1.5540, -0.0656], [2.1627, -0.8606, 1.4567]], "lowdin_charge": [0.34, 0.38, 0.70, -0.28, -0.38, -0.34, -0.29, -0.25, -0.15, 0.07, 0.08, 0.11]}